[1]
Computed, not measured: a 40-piece molecular cluster, H80O40 overall, with ωB97M-V with the def2-TZVPD basis set.

Each line ends with the Mulliken charge.
Positions of all 120 atoms, in Å:
1 H -2.683 -2.083 -5.507  0.273
2 H -2.191 -0.715 -4.939  0.238
3 O -2.292 -1.648 -4.754  -0.558
4 H 5.066 -1.810 -3.248  0.224
5 H 4.454 -0.592 -3.558  0.262
6 O 4.824 -1.001 -2.770  -0.435
7 H 2.782 0.181 1.713  0.128
8 H 2.079 0.077 3.064  0.016
9 O 2.856 0.448 2.634  -0.240
10 H 2.057 0.923 5.269  0.148
11 H 3.475 1.103 4.687  0.323
12 O 2.814 1.504 5.238  -0.579
13 H 3.070 2.425 1.204  0.444
14 H 4.346 3.320 1.555  0.288
15 O 3.468 3.144 1.899  -0.645
16 H -1.743 -3.488 -4.563  0.384
17 O -1.812 -4.329 -5.057  -0.631
18 H -2.935 -0.676 -2.102  0.005
19 O -2.226 -0.150 -1.718  -0.042
20 H -4.676 0.865 -4.795  0.245
21 H -4.360 2.022 -4.086  0.251
22 O -4.062 1.100 -4.086  -0.483
23 H 4.994 -1.920 -0.320  0.235
24 H 5.333 -2.876 0.637  0.283
25 O 4.673 -2.800 -0.068  -0.534
26 H -4.419 -4.284 2.519  0.297
27 H -3.894 -2.964 2.941  0.311
28 O -4.696 -3.361 2.578  -0.652
29 H -6.207 0.487 0.403  0.318
30 H -4.896 1.261 0.014  0.466
31 O -5.834 1.110 -0.228  -0.660
32 H 0.210 -2.817 -1.395  0.162
33 O 0.367 -1.903 -1.588  -0.303
34 H 2.502 4.756 -1.456  0.215
35 H 3.919 4.300 -1.507  0.254
36 O 3.030 3.934 -1.458  -0.457
37 H 1.237 0.146 -4.669  0.314
38 H 1.904 -0.003 -6.026  0.286
39 O 1.290 -0.445 -5.432  -0.637
40 H -1.480 2.736 -1.476  0.272
41 H -2.016 1.444 -1.959  0.115
42 O -1.473 2.210 -2.277  -0.611
43 H -4.779 1.731 3.172  0.330
44 H -3.553 2.602 3.361  0.265
45 O -3.840 1.724 2.999  -0.660
46 H -5.127 -3.155 -2.634  0.304
47 H -3.664 -3.298 -1.956  0.233
48 O -4.391 -3.732 -2.388  -0.568
49 H 2.907 -4.258 0.248  0.323
50 H 1.450 -5.156 0.295  0.276
51 O 1.979 -4.389 0.051  -0.519
52 H -0.268 -6.300 -0.519  0.295
53 O -0.229 -6.073 0.404  -0.675
54 H 1.418 3.340 -3.255  0.295
55 H 0.214 2.517 -2.922  0.187
56 O 0.940 2.559 -3.560  -0.403
57 H -4.759 -0.574 0.406  0.053
58 O -4.503 -1.451 0.167  -0.267
59 H -6.297 -0.360 -1.748  0.353
60 H -5.520 -1.569 -1.360  0.335
61 O -6.355 -1.328 -1.801  -0.732
62 H 1.851 -2.163 3.070  0.296
63 H 1.232 -2.635 1.729  0.172
64 O 1.450 -2.917 2.624  -0.333
65 H 1.420 4.064 1.313  0.350
66 H 0.747 2.717 0.820  -0.223
67 O 0.597 3.617 1.100  0.011
68 H 5.226 2.243 2.786  0.322
69 H 5.911 1.293 1.815  0.315
70 O 5.824 2.225 2.034  -0.681
71 H 0.331 5.434 2.935  0.367
72 H -0.571 5.832 1.611  0.244
73 O -0.505 5.489 2.483  -0.561
74 H -0.081 1.631 -0.857  0.141
75 H 0.147 0.249 -0.477  0.057
76 O 0.250 1.138 -0.092  -0.459
77 H -4.055 -4.918 -0.164  0.345
78 H -2.623 -5.363 -0.262  0.212
79 O -3.348 -5.313 0.367  -0.523
80 H 2.010 -3.563 -3.257  0.213
81 H 2.290 -4.371 -1.783  0.268
82 O 2.029 -3.595 -2.303  -0.441
83 H -0.177 1.944 3.976  0.145
84 H 0.446 2.087 2.486  0.245
85 O 0.524 1.728 3.368  -0.158
86 H -0.085 -3.887 3.817  0.302
87 H -0.883 -5.226 3.326  0.286
88 O -0.291 -4.817 3.931  -0.608
89 H 1.196 -0.597 5.254  0.318
90 O 1.544 -1.287 5.808  -0.580
91 H 1.893 3.993 4.039  0.341
92 H 2.568 4.321 2.660  0.318
93 O 2.111 4.719 3.445  -0.727
94 H 0.316 -6.562 1.019  0.311
95 H -1.724 -4.876 -4.265  0.302
96 H -4.726 -2.072 0.871  0.220
97 H -1.712 -0.641 -1.073  0.034
98 H 1.231 -1.700 -1.939  0.166
99 H 0.951 -2.021 5.951  0.287
100 O -3.276 4.211 3.997  -0.738
101 H -3.735 4.193 3.148  0.368
102 H -2.340 4.218 3.745  0.348
103 O -0.271 4.175 -5.430  -0.605
104 H -0.315 3.450 -6.037  0.291
105 H -0.843 3.978 -4.690  0.305
106 O -3.299 1.544 0.445  -0.753
107 H -3.453 1.490 1.436  0.564
108 H -2.793 0.718 0.437  0.232
109 O 3.354 1.471 0.071  -0.512
110 H 2.395 1.679 0.020  0.408
111 H 3.565 2.296 -0.428  0.225
112 O 0.630 5.389 -1.185  -0.643
113 H 0.385 5.800 -2.002  0.270
114 H 0.032 4.714 -0.865  0.240
115 O 4.192 1.374 -2.329  -0.487
116 H 4.707 2.011 -2.854  0.248
117 H 4.986 1.128 -1.829  0.271
118 O 3.455 -3.777 4.122  -0.570
119 H 2.710 -4.269 3.796  0.265
120 H 4.124 -4.457 3.993  0.260

Results
**Spin multiplicity**: 1
**HOMO**: -10.40 eV
**ΔE to the lowest compared entry with this formula, charge and spin**: 8.9962 eV
**Net charge**: 0
**Maximum force**: 3.97 eV Å⁻¹

---

[2]
Computed, not measured: an isolated molecule of C5H5NO, with ωB97M-V with the def2-TZVPD basis set.

Each line ends with the natural charge from an NBO analysis.
Positions of all 12 atoms, in Å:
1 C -1.021 -2.203 0.636  -0.243
2 C -1.005 -0.940 1.016  -0.293
3 C -0.265 -0.070 0.155  0.495
4 N 0.306 -0.365 -1.048  -0.486
5 C 1.167 0.761 -1.207  -0.081
6 C 1.033 1.685 -0.204  -0.036
7 O -0.105 1.186 0.508  -0.422
8 H -1.342 -3.176 1.279  0.199
9 H -0.617 -2.411 -0.200  0.182
10 H -1.600 -0.589 1.788  0.228
11 H 1.943 1.106 -1.973  0.227
12 H 0.854 2.736 0.008  0.231

Results
**Spin multiplicity**: 1
**SMILES string**: C=Cc1ncco1
**HOMO**: -8.80 eV
**ΔE to the lowest compared entry with this formula, charge and spin**: 3.1620 eV
**Net charge**: 0
**Maximum force**: 8.02 eV Å⁻¹

---

[3]
Computed, not measured: C53H40AsF9IrN3O6P as an isolated structure, with ωB97M-V with the def2-TZVPD basis set.

Each line ends with the Mulliken charge.
Positions of all 114 atoms, in Å:
1 Ir 0.295 0.539 -0.313  2.159
2 O 2.129 -3.181 -0.593  -0.434
3 C 1.459 -2.112 -0.331  0.092
4 O 1.629 -1.030 -0.922  -0.503
5 C 0.434 -2.230 0.755  0.541
6 C 0.098 -3.345 1.503  -0.799
7 C -0.933 -3.209 2.433  -0.996
8 C -1.588 -1.987 2.592  -0.945
9 C -1.165 -0.916 1.824  1.152
10 N -0.188 -1.067 0.932  0.751
11 C -1.663 0.498 1.780  0.361
12 O -2.522 0.979 2.616  -0.404
13 O -1.271 1.242 0.866  -0.846
14 H 2.784 -3.054 -1.305  0.438
15 H 0.610 -4.286 1.355  0.700
16 H -1.227 -4.055 3.039  0.544
17 H -2.414 -1.903 3.287  0.446
18 H -2.795 0.370 3.322  0.392
19 F 3.987 0.622 6.158  -0.274
20 C 3.858 1.890 5.760  0.658
21 F 5.060 2.467 5.785  -0.231
22 F 3.072 2.526 6.636  -0.236
23 C 3.260 1.976 4.369  0.275
24 C 3.071 3.233 3.807  -1.159
25 C 2.523 3.348 2.543  -0.431
26 C 2.168 2.196 1.835  0.255
27 C 2.364 0.941 2.407  -0.451
28 C 2.909 0.828 3.678  -0.995
29 P 1.580 2.352 0.139  1.210
30 C 0.547 3.814 0.044  0.181
31 C -0.374 4.053 1.069  -0.801
32 C -1.317 5.057 0.931  -1.200
33 C -1.344 5.813 -0.232  0.333
34 C -0.400 5.622 -1.231  -1.264
35 C 0.541 4.617 -1.100  -0.410
36 C -2.479 6.786 -0.471  0.710
37 F -3.034 7.192 0.669  -0.261
38 F -3.433 6.159 -1.193  -0.227
39 F -2.079 7.850 -1.161  -0.257
40 C 3.016 2.598 -0.918  1.163
41 C 3.573 1.546 -1.643  -0.343
42 C 4.746 1.737 -2.359  -0.827
43 C 5.368 2.975 -2.328  0.497
44 C 4.834 4.023 -1.589  -1.170
45 C 3.657 3.841 -0.885  -0.368
46 C 6.623 3.226 -3.140  0.739
47 F 6.319 3.917 -4.250  -0.240
48 F 7.502 3.943 -2.441  -0.253
49 F 7.203 2.082 -3.509  -0.270
50 H 3.357 4.118 4.360  0.474
51 H 2.368 4.331 2.118  0.447
52 H 2.108 0.042 1.860  0.387
53 H 3.073 -0.141 4.128  0.576
54 H -0.356 3.458 1.972  0.582
55 H -2.030 5.253 1.721  0.573
56 H -0.411 6.250 -2.112  0.518
57 H 1.265 4.458 -1.889  0.562
58 H 3.105 0.572 -1.650  0.015
59 H 5.181 0.929 -2.931  0.462
60 H 5.344 4.977 -1.557  0.523
61 H 3.246 4.667 -0.319  0.469
62 C -4.511 -4.467 1.049  -0.561
63 C -5.171 -3.268 1.283  -0.900
64 C -4.749 -2.104 0.651  -0.568
65 C -3.676 -2.136 -0.240  0.548
66 C -2.993 -3.335 -0.439  -0.215
67 C -3.414 -4.496 0.193  -0.915
68 As -3.125 -0.504 -1.144  1.528
69 C -2.851 -0.916 -3.019  0.905
70 C -3.589 -0.324 -4.038  -0.647
71 C -3.325 -0.638 -5.365  -0.873
72 C -2.309 -1.525 -5.688  -0.684
73 C -1.544 -2.094 -4.677  -0.996
74 C -1.804 -1.777 -3.353  -0.010
75 C -4.703 0.600 -1.083  0.089
76 C -4.675 1.758 -0.309  0.002
77 C -5.794 2.579 -0.234  -0.980
78 C -6.942 2.243 -0.935  -0.649
79 C -6.986 1.074 -1.685  -0.898
80 C -5.874 0.249 -1.756  -0.145
81 H -4.856 -5.377 1.520  0.449
82 H -6.027 -3.241 1.944  0.481
83 H -5.277 -1.175 0.836  0.486
84 H -2.146 -3.383 -1.113  0.332
85 H -2.899 -5.430 0.008  0.511
86 H -4.380 0.378 -3.809  0.486
87 H -3.923 -0.194 -6.150  0.487
88 H -2.104 -1.762 -6.723  0.438
89 H -0.747 -2.782 -4.925  0.476
90 H -1.173 -2.199 -2.576  -0.120
91 H -3.782 2.024 0.248  0.033
92 H -5.771 3.474 0.373  0.508
93 H -7.809 2.889 -0.892  0.446
94 H -7.891 0.803 -2.213  0.463
95 H -5.928 -0.676 -2.317  0.601
96 O 4.607 1.642 -5.574  -0.506
97 C 3.564 2.401 -6.144  -0.626
98 N 2.537 2.441 -5.122  -0.031
99 C 1.219 2.351 -5.403  -0.267
100 O 0.734 2.292 -6.509  -0.611
101 C 0.302 2.338 -4.200  0.207
102 C -0.896 3.043 -4.242  -0.698
103 C -1.730 3.018 -3.138  -1.578
104 C -1.365 2.279 -2.030  -0.181
105 N -0.244 1.534 -2.019  1.269
106 C 0.585 1.585 -3.082  -0.850
107 H 5.406 1.756 -6.101  0.321
108 H 3.135 1.934 -7.032  0.491
109 H 3.893 3.412 -6.397  0.347
110 H 2.867 2.461 -4.170  0.006
111 H -1.155 3.590 -5.141  0.624
112 H -2.660 3.569 -3.115  0.742
113 H -1.975 2.267 -1.140  0.290
114 H 1.453 0.943 -3.046  1.351

Results
**Spin multiplicity**: 1
**HOMO (spin up / spin down)**: -15.12 / -15.12 eV
**ΔE to the lowest compared entry with this formula, charge and spin**: 1.3222 eV
**Net charge**: +3
**Maximum force**: 3.25 eV Å⁻¹

---

[4]
Computed, not measured: a 2-piece molecular cluster, CH6N3O overall, with ωB97M-V with the def2-TZVPD basis set.

Each line ends with the natural charge from an NBO analysis.
Positions of all 11 atoms, in Å:
1 C -0.052 -0.979 -0.513  0.587
2 N 0.921 -0.437 -1.239  -0.725
3 N -0.204 1.025 1.102  -0.325
4 N -0.837 1.679 0.331  -0.295
5 O 0.247 -1.867 0.402  -0.602
6 H -1.120 -0.737 -0.727  0.234
7 H 1.998 -0.725 -1.216  0.466
8 H 0.065 1.302 2.102  0.337
9 H -1.248 2.663 0.588  0.327
10 H 0.752 0.483 -1.636  0.447
11 H -0.524 -2.407 0.806  0.549

Results
**Spin multiplicity**: 1
**HOMO**: -13.40 eV
**ΔE to the lowest compared entry with this formula, charge and spin**: 1.7541 eV
**Net charge**: +1
**Maximum force**: 3.89 eV Å⁻¹